(1)
{
  "formula": "C33H42NORbS4Sb2",
  "method": "ωB97M-V with the def2-TZVPD basis set",
  "species": ["Rb", "S", "C", "C", "C", "C", "C", "C", "N", "C", "C", "C", "C", "C", "C", "C", "H", "H", "H", "H", "H", "H", "H", "H", "C", "Sb", "C", "C", "C", "C", "C", "C", "C", "C", "C", "Sb", "C", "C", "H", "H", "H", "H", "H", "H", "H", "H", "H", "H", "H", "H", "H", "H", "H", "H", "H", "H", "H", "H", "C", "C", "S", "C", "C", "S", "H", "H", "H", "H", "H", "H", "O", "S", "C", "C", "C", "C", "H", "H", "H", "H", "H", "H", "H", "H"],
  "xyz": [[-0.15965, 1.29195, -0.15670], [-4.87715, -0.60403, -2.02894], [-5.18619, -0.23818, -0.36500], [-6.39677, -0.16017, 0.31690], [-6.36761, 0.14616, 1.66628], [-5.15284, 0.37739, 2.32042], [-3.95213, 0.30387, 1.64013], [-3.96578, -0.01480, 0.28353], [-2.83832, -0.14363, -0.51307], [-3.13032, -0.44665, -1.72854], [-2.16148, -0.72766, -2.80898], [-2.59629, -0.65870, -4.14039], [-1.72871, -0.98014, -5.16786], [-0.43441, -1.38451, -4.84546], [-0.03712, -1.44119, -3.51505], [-0.86130, -1.10682, -2.42517], [-7.33561, -0.33451, -0.19417], [-7.29676, 0.20787, 2.21964], [-5.14750, 0.61742, 3.37633], [-3.00468, 0.48834, 2.13303], [-3.61022, -0.34207, -4.37455], [-2.05200, -0.92179, -6.20032], [0.25726, -1.65476, -5.63852], [0.97930, -1.78472, -3.31546], [-1.93663, -0.55358, 4.80509], [-0.34808, 0.22014, 3.45334], [0.20594, 1.67952, 4.92073], [1.09477, -1.25528, 4.25230], [0.66981, -2.68549, 4.17031], [0.00960, -3.27450, 5.25299], [-0.42221, -4.59351, 5.23790], [-0.18305, -5.37078, 4.11112], [0.47989, -4.80940, 3.03012], [0.91187, -3.47741, 3.02266], [1.58127, -2.93140, 1.81600], [0.23622, -2.01716, 0.22223], [0.52879, -3.78713, -0.99339], [-1.59417, -2.81794, 1.02057], [-1.60329, -0.60751, 5.84600], [-2.25164, -1.55239, 4.48576], [-2.80321, 0.11452, 4.75180], [0.12660, 1.23651, 5.91722], [-0.45172, 2.54274, 4.82065], [1.22900, 1.99128, 4.71240], [1.23110, -0.95262, 5.29197], [2.01511, -1.04319, 3.71120], [-0.17189, -2.66570, 6.13282], [-0.93545, -5.00947, 6.09739], [-0.50711, -6.40485, 4.07480], [0.67429, -5.41524, 2.14951], [2.11481, -3.71762, 1.27691], [2.27778, -2.12692, 2.04798], [0.39651, -4.67765, -0.37491], [1.53236, -3.79745, -1.42778], [-0.20204, -3.77937, -1.80276], [-1.44332, -3.85529, 1.32012], [-2.36604, -2.75719, 0.25074], [-1.90728, -2.23174, 1.88576], [1.30220, 5.49382, 2.22572], [1.08534, 3.98814, 2.12749], [-0.60632, 3.48514, 2.00908], [2.16508, 3.17244, 2.14184], [3.56500, 3.75780, 2.25794], [2.13459, 1.40536, 1.98402], [0.37621, 6.00771, 1.97677], [2.08770, 5.84576, 1.54809], [1.58710, 5.79316, 3.24312], [3.58909, 4.68420, 2.83777], [3.99009, 3.97767, 1.26786], [4.22414, 3.03405, 2.74021], [3.98534, 2.33711, -2.45467], [3.31684, 1.47899, -1.41534], [4.64618, 0.86436, -0.35240], [5.53396, 0.07913, -1.30671], [4.59728, -0.82383, -2.13530], [3.19378, -0.18768, -2.12868], [4.16098, 0.26152, 0.41696], [5.11728, 1.71951, 0.12908], [6.28982, -0.49641, -0.77017], [6.04638, 0.78058, -1.96626], [4.54344, -1.82312, -1.69964], [4.97091, -0.93407, -3.15291], [2.49118, -0.72809, -1.48790], [2.74259, -0.07723, -3.11312]],
  "total_charge": -2
}

=====

(2)
{
  "formula": "C3H4F2O",
  "method": "ωB97M-V with the def2-TZVPD basis set",
  "species": ["C", "C", "C", "O", "F", "F", "H", "H", "H", "H"],
  "xyz": [[-1.09147, -0.71612, -0.18570], [-2.33655, -0.01606, -0.05448], [0.18476, 0.00709, -0.35144], [0.69526, 0.35745, 0.86026], [-3.43239, -0.75328, 0.17278], [-2.50095, 1.27951, 0.17180], [-1.35805, -1.71417, -0.33952], [0.83426, -0.65534, -0.86952], [0.00294, 0.82932, -0.95552], [-0.11097, 0.82438, 1.14598]],
  "total_charge": 0
}

=====

(3)
{
  "formula": "C12H35B3BrN5O4P2",
  "method": "ωB97M-V with the def2-TZVPD basis set",
  "species": ["N", "P", "B", "O", "B", "C", "C", "C", "N", "O", "B", "C", "C", "C", "Br", "O", "H", "H", "H", "H", "H", "H", "H", "H", "H", "H", "H", "H", "H", "H", "H", "H", "H", "O", "P", "N", "C", "C", "N", "C", "C", "N", "C", "C", "H", "H", "H", "H", "H", "H", "H", "H", "H", "H", "H", "H", "H", "H", "H", "H", "H", "H"],
  "xyz": [[-2.19984, -5.63271, -1.43864], [-0.94628, -5.45263, -0.46376], [-1.03524, -3.75665, 0.44564], [-1.74553, -2.66990, -0.00115], [-1.39777, -1.56763, 0.80649], [-2.54335, -0.62258, 1.34974], [-3.11633, -1.01723, 2.74303], [-2.06848, -1.46715, 3.78554], [-2.16046, -2.93088, 3.93393], [-0.06583, -1.27589, 1.13483], [0.56673, -2.50665, 1.30701], [2.10737, -2.76433, 1.11610], [2.62291, -3.65093, 2.27071], [2.95455, -2.78842, 3.52428], [1.95739, -3.47087, 5.08983], [-0.29823, -3.57166, 1.62279], [-2.74267, -4.77667, -1.33474], [-0.91689, -6.50495, 0.48645], [0.30550, -5.48427, -1.14940], [-2.26556, 0.43707, 1.31734], [-3.37917, -0.71282, 0.63815], [-3.86805, -1.80374, 2.64424], [-3.60805, -0.12362, 3.14220], [-2.36896, -1.01993, 4.74936], [-1.05574, -1.10849, 3.59169], [-1.42777, -3.29948, 4.52939], [-3.06694, -3.13464, 4.33750], [2.20217, -3.34608, 0.18306], [2.70109, -1.85908, 0.96296], [3.48735, -4.25226, 1.97308], [1.87905, -4.37675, 2.60558], [2.67282, -1.74769, 3.38148], [4.00533, -2.91017, 3.77514], [1.75996, 3.81335, -0.39162], [0.66769, 3.44555, -1.37155], [1.15240, 1.84199, -1.72839], [1.68036, 1.35664, -2.98413], [1.32689, 0.93681, -0.59741], [1.08738, 4.56910, -2.59958], [1.24110, 4.27448, -4.01051], [1.96427, 5.67376, -2.22423], [-0.88479, 3.22810, -2.16283], [-1.77032, 4.40324, -1.95707], [-1.67480, 2.04471, -1.77672], [1.02373, 1.60604, -3.82184], [1.73211, 0.26662, -2.99469], [2.68769, 1.74019, -3.18729], [0.35970, 0.56856, -0.24775], [1.82003, 1.42877, 0.24571], [1.93410, 0.06718, -0.84883], [2.21142, 3.81401, -4.23041], [1.17505, 5.19402, -4.59959], [0.44473, 3.63531, -4.38902], [3.01540, 5.36544, -2.18453], [1.68592, 6.08084, -1.25577], [1.87199, 6.49256, -2.94240], [-2.04460, 4.52101, -0.90410], [-2.68214, 4.29843, -2.54575], [-1.28631, 5.32133, -2.28323], [-1.80798, 1.97177, -0.69307], [-1.21433, 1.12551, -2.13440], [-2.66181, 2.08436, -2.23885]],
  "total_charge": 0
}

=====

(4)
{
  "formula": "C16H19AsClNO6PdS",
  "method": "ωB97M-V with the def2-TZVPD basis set",
  "species": ["Pd", "Cl", "C", "C", "C", "C", "O", "C", "C", "O", "C", "H", "H", "H", "H", "N", "C", "C", "C", "C", "C", "C", "S", "O", "O", "O", "H", "H", "H", "H", "H", "H", "C", "As", "C", "C", "O", "H", "H", "H", "H", "H", "H", "H", "H", "H"],
  "xyz": [[1.37761, 0.08306, -0.59091], [1.96915, -3.98880, 5.63279], [1.69104, -2.84572, 4.36083], [0.79387, -1.78076, 4.57151], [0.53014, -0.88082, 3.57738], [1.12808, -0.99498, 2.29817], [0.80938, -0.12206, 1.39036], [2.04200, -2.06205, 2.10785], [2.68014, -2.29997, 0.86428], [2.55217, -1.65723, -0.19056], [2.31245, -2.97354, 3.15859], [0.30678, -1.68383, 5.53287], [-0.16381, -0.06617, 3.73505], [3.34945, -3.16927, 0.82554], [3.01300, -3.78184, 2.98691], [0.63421, -1.13328, -2.37916], [-0.81769, -1.14754, -2.32334], [-1.47375, -0.96442, -1.11057], [-2.85366, -0.92498, -1.06808], [-3.58926, -1.07337, -2.24057], [-2.93853, -1.28323, -3.44430], [-1.54905, -1.32107, -3.48521], [-5.37053, -0.85241, -2.15132], [-5.48465, 0.59469, -2.04614], [-5.86666, -1.41965, -3.39105], [-5.74102, -1.57047, -0.94382], [0.97033, -1.00682, -3.32517], [1.04490, -1.97583, -1.98882], [-0.91028, -0.84492, -0.19154], [-3.38597, -0.77232, -0.13832], [-3.52980, -1.41867, -4.34029], [-1.03725, -1.47130, -4.43081], [2.66913, 2.56480, 0.71310], [1.20269, 2.98999, -0.46067], [1.55781, 4.73128, -1.15639], [-0.44670, 3.02580, 0.49767], [1.10743, 1.86023, -1.72055], [3.13397, 3.47225, 1.09368], [3.39614, 1.98334, 0.14724], [2.29649, 1.96300, 1.54028], [1.59910, 5.46108, -0.35032], [0.76443, 4.98834, -1.85580], [2.50496, 4.70180, -1.69141], [-0.45672, 3.83877, 1.22136], [-0.58106, 2.06612, 0.99548], [-1.24043, 3.16277, -0.23582]],
  "total_charge": 0,
  "multiplicity": 3
}

=====

In the order shown, the computed energy values come out to -95511.251 -10656.232 -119305.772 -118348.279 eV.